No. 1
A molecular structure, C2H15N2O4 in a non-equilibrium geometry, computed with ωB97M-V/def2-TZVPD.

- Highest occupied orbital energy: -13.72 eV
- Total charge: +1
- Energy above the lowest of the compared OMol25 structures with the same formula, charge and spin: 328.99 kcal per mole
- Frontier orbital gap: 4.69 eV
- Maximum force: 7.130 eV/Å
- Spin multiplicity: 1

Geometry as XYZ:
```
23
Properties=species:S:1:pos:R:3:forces:R:3:nbo_charge:R:1
C 0.2784 -1.6394 0.3155 0.6 2.0 0.3 -0.330
C 0.2181 -0.6287 -0.8560 -2.0 -1.7 -0.1 0.073
N -1.1036 -0.6506 -1.3506 0.7 0.4 0.3 -0.764
N 0.2146 -0.9291 1.5686 5.6 -4.0 -1.8 -0.287
H 1.2330 -2.1307 0.1971 0.5 -0.5 0.3 0.314
H 1.0065 -0.6960 -1.5874 0.3 0.0 0.0 0.270
H -1.3072 -1.0423 -2.2604 0.4 0.6 -0.2 0.419
H -1.5481 0.2353 -1.0930 -1.0 -0.4 -0.6 0.445
H -0.0044 1.2144 0.0935 0.3 -0.4 -1.2 0.529
H 0.4409 -1.4956 2.3656 -0.2 -0.7 0.7 0.407
H -0.6563 -0.3372 1.5452 -0.9 2.8 0.5 0.376
H -0.5517 -2.3727 0.1790 0.2 0.1 0.4 0.302
H 2.2356 2.2531 -1.5462 -0.3 0.2 0.1 0.494
O 1.6094 1.6308 -1.1490 0.6 -0.2 0.3 -0.939
H -2.5252 2.4612 -0.0365 0.2 0.1 -0.3 0.506
H 0.4255 0.4448 -0.3096 -0.3 0.6 0.5 -0.035
O -2.1302 1.6416 -0.3593 0.3 -1.4 2.0 -0.976
H -2.1345 0.8927 0.5430 0.1 1.9 -2.2 0.488
H -2.1644 -0.0706 2.1086 -0.3 0.0 0.2 0.513
O -1.6354 0.0353 1.3101 -4.0 0.5 0.8 -0.847
H 2.1866 0.9565 -0.4037 -0.9 0.9 -0.1 0.456
H 3.4305 0.1010 0.2567 0.1 -0.4 0.8 0.478
O 2.4818 0.1263 0.4687 0.0 -0.4 -0.5 -0.891
```
Positions in Å, forces in eV/Å.

No. 2
A molecular structure, H10O5Rb in a non-equilibrium geometry, computed with ωB97M-V/def2-TZVPD.

- Highest occupied orbital energy: -15.34 eV
- Total charge: +1
- Energy above the lowest of the compared OMol25 structures with the same formula, charge and spin: 18.76 kcal per mole
- Frontier orbital gap: 11.80 eV
- Maximum force: 3.198 eV/Å
- Spin multiplicity: 1

Geometry as XYZ:
```
16
Properties=species:S:1:pos:R:3:forces:R:3:nbo_charge:R:1
Rb 0.7003 -0.5954 0.6562 -0.1 -0.6 0.3 0.980
O 1.3902 2.1826 0.9182 2.9 0.1 -1.4 -0.959
H 1.9032 2.6436 0.1822 -0.9 -0.7 1.7 0.491
H 0.5062 2.4126 0.7562 -2.1 0.9 -0.2 0.474
O -0.3618 0.1596 2.9822 2.5 1.7 -0.9 -0.978
H 0.3272 0.7996 3.3242 -1.2 -1.0 -0.5 0.490
H -0.8758 -0.0294 3.7272 -1.4 -0.5 1.8 0.493
O 2.0353 -0.0954 -1.5988 -0.1 1.0 -0.2 -0.955
H 1.6632 -0.3664 -2.4358 0.0 -0.6 -0.5 0.490
H 1.9202 0.8676 -1.6618 0.4 -0.2 0.1 0.470
O -0.4627 -2.1554 -1.4788 -1.8 -0.2 -1.0 -0.977
H -1.2967 -1.8824 -1.9728 1.7 -0.6 0.8 0.480
H -0.5488 -3.1304 -1.4488 0.2 0.6 0.0 0.499
O -2.4348 -0.1044 -0.3158 1.4 0.8 -0.3 -0.917
H -1.6788 0.1676 -0.8838 -1.0 -0.2 0.4 0.450
H -2.7868 -0.8734 -0.7498 -0.4 -0.5 -0.2 0.471
```
Positions in Å, forces in eV/Å.

No. 3
A molecular structure, C4H7HgO2 in a non-equilibrium geometry, computed with ωB97M-V/def2-TZVPD.

- Highest occupied orbital energy (spin up / spin down): -6.73 / -6.60 eV
- Energy above the lowest of the compared OMol25 structures with the same formula, charge and spin: 135.19 kcal per mole
- ⟨S²⟩: 0.757
- Frontier orbital gap (spin up / spin down): 6.14 / 2.88 eV
- Maximum force: 3.322 eV/Å
- Spin multiplicity: 2

Geometry as XYZ:
```
14
Properties=species:S:1:pos:R:3:forces:R:3:nbo_charge:R:1
O 2.5130 0.7823 1.3899 1.3 1.3 -1.1 -0.709
C 1.6481 1.2427 0.6255 -3.0 1.3 0.6 0.448
C 0.4571 0.4955 0.2310 1.4 -0.5 -1.6 -0.694
H -0.2726 0.9131 0.9591 0.5 -1.4 0.4 0.314
H 1.5195 2.3458 0.5886 0.9 -0.1 -0.2 0.158
H 0.9390 -0.4516 -0.0856 -1.2 -0.8 1.9 0.248
Hg 2.3739 -1.0591 2.4567 -0.4 -1.1 0.2 0.763
C -1.4296 -1.2692 -0.6971 1.1 1.1 0.4 0.023
C -0.9302 0.1680 -0.8956 1.3 1.2 0.6 -0.346
O -1.4328 -1.7587 0.5298 -0.9 0.7 -1.2 -0.836
H -0.8986 -1.9080 -1.4500 -0.5 0.1 0.0 0.104
H -1.6542 0.8622 -0.4393 0.5 0.0 -0.9 0.198
H -0.4923 0.2845 -1.9003 -0.8 0.5 0.2 0.220
H -2.3403 -0.6475 -1.3128 -0.1 -2.3 0.6 0.107
```
Positions in Å, forces in eV/Å.

No. 4
2 unconnected molecules or ions with the total composition C3H9FO2Si in a non-equilibrium geometry, computed with ωB97M-V/def2-TZVPD.

- Highest occupied orbital energy (spin up / spin down): -7.82 / -7.82 eV
- Energy above the lowest of the compared OMol25 structures with the same formula, charge and spin: 84.02 kcal per mole
- Frontier orbital gap (spin up / spin down): 7.89 / 7.89 eV
- Maximum force: 3.520 eV/Å
- Spin multiplicity: 1

Geometry as XYZ:
```
16
Properties=species:S:1:pos:R:3:forces:R:3:nbo_charge:R:1
C 1.5044 1.6942 -1.2705 -2.4 1.3 -1.2 -0.218
C 0.2590 -0.6458 2.5516 -0.9 1.0 -2.3 -0.248
C -1.1487 -1.4770 -1.2742 0.8 1.5 2.8 -1.139
O 0.0562 1.4498 -1.3877 -0.8 -0.3 0.3 -0.959
O 0.4204 0.5148 1.7328 -1.1 -0.7 -2.8 -0.876
F -2.2301 0.7929 -0.0411 0.7 0.1 -0.8 -0.646
Si -0.8404 0.3302 -0.6934 0.5 -0.4 3.5 2.253
H 1.7222 2.0091 -0.2707 0.1 0.5 0.4 0.229
H 1.6136 2.4173 -2.1157 0.8 -0.6 1.1 0.201
H 1.8858 0.7450 -1.4240 1.7 -1.5 -0.6 0.178
H 1.2567 -0.9113 2.8775 0.0 -0.9 0.3 0.157
H -0.3511 -1.4328 1.9955 1.2 0.3 0.9 0.125
H -0.3663 -0.3256 3.3532 -0.4 -0.1 1.2 0.152
H -0.1946 -1.8856 -1.6407 -0.7 -0.4 0.5 0.262
H -1.7242 -1.9055 -0.3673 1.5 0.1 -1.4 0.281
H -1.8630 -1.3697 -2.0254 -1.1 0.0 -1.6 0.247
```
Positions in Å, forces in eV/Å.

No. 5
A single C2H3NOS molecule in a non-equilibrium geometry, computed with ωB97M-V/def2-TZVPD.

- Highest occupied orbital energy: -9.17 eV
- Energy above the lowest of the compared OMol25 structures with the same formula, charge and spin: 45.83 kcal per mole
- Frontier orbital gap: 9.47 eV
- Maximum force: 3.119 eV/Å
- Spin multiplicity: 1

Geometry as XYZ:
```
8
Properties=species:S:1:pos:R:3:forces:R:3:nbo_charge:R:1
C 0.7355 -0.3525 -0.6428 0.6 -0.5 -1.7 -0.433
N -0.4812 0.3787 -0.2253 2.5 0.4 -1.9 -0.485
S -0.2082 1.7043 1.0039 -0.2 0.2 0.1 0.064
C -1.2451 0.2014 0.8033 -0.4 0.6 1.3 0.666
O -2.1258 -0.3447 1.3421 -0.4 -0.8 0.2 -0.478
H 0.3718 -1.2677 -1.2386 0.9 1.4 0.8 0.228
H 1.5390 0.2862 -1.2000 -2.4 -0.6 0.1 0.230
H 1.4141 -0.6056 0.1574 -0.6 -0.7 1.0 0.208
```
Positions in Å, forces in eV/Å.

No. 6
A molecular structure, C28H45Cl5IIrN2OPSi2, computed with ωB97M-V/def2-TZVPD.

- Highest occupied orbital energy: -3.92 eV
- Total charge: -1
- Energy above the lowest of the compared OMol25 structures with the same formula, charge and spin: 8.16 kcal per mole
- Frontier orbital gap: 6.21 eV
- Maximum force: 0.887 eV/Å
- Spin multiplicity: 1

Geometry as XYZ:
```
86
Properties=species:S:1:pos:R:3:forces:R:3:lowdin_charge:R:1
Ir -1.2060 -0.2976 -1.1467 -0.5 0.0 -0.7 1.035
C -1.4412 3.3227 1.8505 0.0 0.0 0.0 -0.171
Si -1.7046 2.7068 0.0716 0.0 -0.1 0.1 0.430
C -3.2308 3.5162 -0.6506 0.1 0.0 -0.1 -0.187
C -0.1636 3.2454 -0.8664 0.0 0.0 -0.1 -0.164
N -1.8734 0.9564 0.1696 -0.5 0.1 0.3 -0.213
C -2.7030 0.3492 1.1244 0.4 -0.4 0.1 -0.343
C -3.5851 0.9989 1.9791 -0.1 0.0 -0.1 -0.075
C -4.2735 0.2926 2.9609 0.0 0.0 0.0 -0.121
C -4.0852 -1.0733 3.0848 0.0 -0.1 0.1 -0.121
C -3.2289 -1.7476 2.2231 0.0 0.1 -0.1 -0.060
C -2.5352 -1.0642 1.2201 0.0 0.2 -0.1 -0.343
N -1.6584 -1.6321 0.3068 0.1 0.1 0.4 -0.241
Si -1.2142 -3.3026 0.3639 0.0 0.1 0.1 0.384
C -0.4291 -3.7726 2.0141 0.0 0.0 0.0 -0.171
C -2.6910 -4.4484 0.0895 0.0 0.0 0.0 -0.172
C 0.0461 -3.6639 -0.9818 0.0 0.0 -0.1 -0.182
H -2.1563 4.1101 2.1062 0.0 0.0 0.0 0.031
H -0.4367 3.7384 1.9624 0.0 0.0 0.0 0.017
H -1.5596 2.5265 2.5858 0.0 0.0 0.0 0.010
H -3.0620 4.5790 -0.8466 0.0 0.0 0.0 0.028
H -4.0941 3.4190 0.0102 0.0 0.0 0.0 0.021
H -3.4727 3.0227 -1.5943 0.0 0.0 0.0 -0.021
H 0.4876 3.8297 -0.2115 0.0 0.0 0.0 0.024
H -0.4378 3.8660 -1.7207 0.0 0.0 0.0 0.011
H 0.4083 2.4020 -1.2508 0.0 0.0 0.0 -0.004
H -3.7509 2.0638 1.8839 0.0 0.0 0.0 0.081
H -4.9546 0.8159 3.6207 0.0 0.0 0.0 0.088
H -4.6158 -1.6282 3.8499 0.0 0.0 0.0 0.089
H -3.1075 -2.8170 2.3304 0.0 0.0 0.0 0.069
H -1.1585 -3.8296 2.8238 0.0 0.0 0.0 0.020
H 0.3182 -3.0273 2.2978 0.0 0.0 0.0 0.005
H 0.0689 -4.7442 1.9413 0.0 0.0 0.0 0.028
H -3.2767 -4.6000 0.9975 0.0 0.0 0.0 0.017
H -2.3504 -5.4294 -0.2550 0.0 0.0 0.0 0.024
H -3.3661 -4.0405 -0.6666 0.0 0.0 0.0 0.023
H 0.4558 -2.7424 -1.3914 0.1 0.0 0.1 -0.068
H -0.3879 -4.2393 -1.8026 0.0 0.0 0.0 0.030
H 0.8876 -4.2311 -0.5765 0.0 -0.1 0.0 0.020
Cl 1.9544 2.0079 -7.4402 0.0 0.0 0.0 0.639
C 0.9784 1.7525 -6.0387 0.0 0.0 0.0 -0.728
C 1.1591 0.6252 -5.2466 0.0 0.0 0.0 -0.706
Cl 2.3593 -0.5441 -5.6602 0.0 0.0 0.0 0.671
C 0.3732 0.4348 -4.1225 0.1 0.0 0.1 -0.556
Cl 0.5591 -0.9905 -3.1573 -0.1 -0.3 0.2 0.769
C -0.6065 1.3549 -3.6937 0.0 -0.1 0.0 -0.486
O -1.3111 1.1948 -2.6421 0.3 0.5 0.1 -0.309
C -0.7854 2.4799 -4.5455 0.0 0.0 0.0 -0.593
Cl -2.0244 3.5974 -4.1209 0.0 0.0 0.0 0.732
C -0.0124 2.6687 -5.6772 0.0 0.0 0.0 -0.700
Cl -0.2729 4.0598 -6.6666 0.0 0.0 0.0 0.661
C 4.5518 -0.7415 1.9687 0.0 0.0 0.0 -0.120
C 3.1700 -1.3690 1.7737 0.1 0.1 0.1 -0.541
C 3.3221 -2.7767 1.1921 0.0 0.0 0.0 -0.134
P 1.8497 -0.4205 0.8388 0.3 -0.2 0.0 1.082
C 2.7081 0.6040 -0.4624 -0.1 0.0 -0.1 -0.562
C 3.4977 -0.3134 -1.4032 0.0 0.0 0.0 -0.145
C 3.5165 1.8501 -0.1118 0.0 0.0 0.0 -0.112
C 1.2166 0.7591 2.1250 -0.1 0.1 0.0 -0.550
C 2.1883 1.5180 3.0272 0.0 0.0 0.0 -0.116
C 0.2180 -0.0090 3.0026 0.0 0.0 0.0 -0.124
H 5.1619 -1.3837 2.6126 0.0 0.0 0.0 0.073
H 4.5073 0.2431 2.4304 0.0 0.0 0.0 0.050
H 5.0828 -0.6433 1.0215 0.0 0.0 0.0 0.058
H 2.7129 -1.4723 2.7667 0.0 0.0 0.0 0.092
H 3.7596 -2.7414 0.1917 0.0 0.0 0.0 0.066
H 2.3626 -3.2876 1.1134 0.0 0.0 0.0 0.038
H 3.9828 -3.3819 1.8203 0.0 0.0 0.0 0.073
H 1.8407 0.9525 -1.0383 0.0 -0.1 0.0 0.047
H 4.5018 -0.5060 -1.0207 0.0 0.0 0.0 0.063
H 3.6028 0.1522 -2.3865 0.0 0.0 0.0 0.071
H 3.0041 -1.2755 -1.5512 0.0 0.0 0.0 0.040
H 4.3720 1.6309 0.5280 0.0 0.0 0.0 0.059
H 2.9005 2.6031 0.3793 0.0 0.0 0.0 0.057
H 3.8992 2.3007 -1.0333 0.0 0.0 0.0 0.079
H 0.6318 1.4778 1.5390 0.1 0.0 0.0 0.066
H 2.7226 0.8263 3.6832 0.0 0.0 0.0 0.066
H 1.6232 2.1968 3.6740 0.0 0.0 0.0 0.077
H 2.9239 2.1094 2.4881 0.0 0.0 -0.1 0.049
H 0.7433 -0.5600 3.7894 0.0 0.0 0.0 0.074
H -0.3756 -0.7156 2.4235 0.0 0.0 0.0 0.035
H -0.4780 0.6778 3.4907 0.0 0.0 0.0 0.075
I -4.5734 -0.0908 -2.1916 0.0 0.0 0.0 0.681
C -2.6611 -1.0943 -2.2774 0.1 0.0 -0.1 -0.792
H -2.4156 -1.0847 -3.3392 0.0 0.0 0.0 -0.041
H -2.9031 -2.1062 -1.9597 0.0 0.0 0.0 -0.058
```
Positions in Å, forces in eV/Å.

No. 7
A molecular structure, C2H17FHfO7 in a non-equilibrium geometry, computed with ωB97M-V/def2-TZVPD.

- Highest occupied orbital energy: -17.01 eV
- Total charge: +2
- Energy above the lowest of the compared OMol25 structures with the same formula, charge and spin: 41.61 kcal per mole
- Frontier orbital gap: 4.75 eV
- Maximum force: 11.747 eV/Å
- Spin multiplicity: 1

Geometry as XYZ:
```
28
Properties=species:S:1:pos:R:3:forces:R:3:lowdin_charge:R:1
Hf -3.2476 4.1010 -4.5113 1.5 10.8 4.3 2.342
F -3.5325 5.1510 -2.3365 0.5 -2.5 -4.0 -0.418
C -1.4633 7.7664 -3.5631 1.4 -0.1 -0.2 -0.055
C -2.3650 7.6065 -4.7686 -0.6 0.3 1.3 -0.296
O -2.6535 6.3569 -5.3216 -1.0 -6.2 0.4 -0.243
H -1.7346 7.3464 -2.5946 -0.7 0.2 -0.2 0.053
H -1.2545 8.8299 -3.4476 -0.6 0.2 0.2 0.112
H -0.4449 7.4341 -3.7646 0.1 -0.4 -0.3 0.082
H -1.9966 8.2259 -5.5864 0.0 0.0 -0.3 0.153
H -3.3580 7.9525 -4.4817 -0.3 0.6 0.0 0.128
O -5.3717 5.6775 -4.3083 1.1 -1.8 -0.3 -0.068
H -5.5572 6.5328 -4.6960 0.2 0.5 -0.7 0.097
H -5.9891 5.6049 -3.5805 -0.4 -0.3 0.5 0.075
O -4.9605 7.6027 -1.5873 0.0 0.0 -0.1 -0.016
H -5.8261 7.2073 -1.6898 -0.5 0.1 0.2 0.040
H -4.3638 6.9882 -2.0147 0.3 -0.1 -0.2 -0.037
O -2.4693 6.7555 -0.1515 0.2 0.1 0.0 -0.016
H -1.8348 6.2881 -0.6947 0.2 -0.2 0.2 0.005
H -3.3188 6.4044 -0.4188 -0.3 0.1 0.1 -0.016
O -2.5835 2.9588 -0.4948 0.2 0.0 -0.8 -0.053
H -3.0854 3.7438 -0.7141 -0.4 0.2 0.3 -0.043
H -2.1569 3.1708 0.3354 0.2 -0.1 0.4 0.055
O -1.0879 4.7556 -3.5883 -1.5 -1.6 -1.3 -0.079
H -0.7840 5.1260 -2.7596 -0.4 0.1 1.0 0.098
H -0.2953 4.6704 -4.1181 0.6 0.0 -0.5 0.108
O -5.5658 4.1980 -0.5192 -0.1 -0.3 -0.3 -0.022
H -5.2759 4.4889 -1.3838 0.1 0.2 0.0 -0.035
H -5.3755 4.9369 0.0589 -0.1 0.3 0.4 0.050
```
Positions in Å, forces in eV/Å.

What is the formula in the sixth record?
C28H45Cl5IIrN2OPSi2

Number 4 is which compound?
C3H9FO2Si